84
Properties=species:S:1:pos:R:3:forces:R:3 method="wB97M-V/def2-TZVPD" lumo_energy_ev="-7.49 / -7.39" multiplicity=5 total_charge=+2
Sm 2.64858 -3.06872 -0.78333 -1.19 0.78 -0.86
I 0.21506 -1.13804 -5.26612 0.05 0.16 -0.03
Br 0.71684 4.39387 2.61125 -0.07 0.08 -0.03
Cl -3.25138 -1.30043 -4.21220 0.02 -0.07 0.06
Cl -2.46069 2.79680 1.45601 -0.08 0.21 0.05
P -3.76158 0.36830 -3.08245 -0.30 0.17 0.22
Si 1.05675 -2.40393 2.16399 0.13 -0.19 1.13
O -2.78453 1.54908 -3.66162 -0.08 -0.19 -0.19
O 0.62265 -2.42026 0.49533 1.33 0.04 0.45
O 2.53462 -0.44222 -3.70953 1.19 -0.55 0.40
O -0.53019 0.85037 -1.28508 0.20 -0.21 -0.35
O -2.43075 0.23116 1.41372 0.41 -1.03 0.71
O -3.86026 -2.47470 1.32004 0.60 -0.10 -0.18
N -3.35015 -1.26505 -0.99070 -0.25 0.39 -0.17
N -5.41301 -1.18655 3.17152 0.14 0.51 -0.11
C 0.90771 1.25492 -3.28924 -1.06 -0.55 -0.12
C 1.45746 -0.00785 -3.91342 -0.81 0.30 -0.61
C 2.85768 -3.11000 2.16336 -0.99 0.15 -1.35
C 3.28784 0.88771 -0.93599 0.51 0.02 0.60
C 1.87983 0.33531 -1.07615 0.23 -0.05 0.27
C -2.62149 1.17812 0.75040 -0.01 0.98 -0.41
C 5.82209 0.82290 1.93725 -0.10 -0.59 -0.30
C -5.45870 -0.69667 1.78475 -0.43 -0.14 0.15
C 0.97955 2.62743 -1.21244 -0.87 -0.17 -0.14
C 0.88627 4.22015 0.69400 0.41 -0.22 -0.26
C -4.77310 -1.31127 -0.60365 0.13 -0.50 0.41
C 0.04649 -3.57417 3.18610 0.29 0.24 -0.33
C 0.99932 2.75191 0.30450 -0.02 0.68 -0.10
C 3.90122 0.68421 0.31657 0.18 -0.05 -0.58
C -4.99579 -1.79656 0.83996 -0.19 -0.06 0.17
C -1.24835 -0.23104 -1.83707 -1.10 -0.60 0.54
C -0.76930 -1.57893 -1.28306 0.97 0.47 -0.20
C 5.21137 1.09167 0.59145 -0.02 0.12 -0.13
C -2.79015 -0.01683 -1.51110 0.27 -0.07 -0.86
C 0.77256 1.18487 -1.74529 1.24 0.99 0.24
C 5.33608 1.94552 -1.66038 -0.10 -0.20 0.34
C -3.05753 1.22557 -0.67519 -0.34 -0.11 0.18
C 5.93193 1.73839 -0.41137 -0.82 -0.16 -0.39
C 4.03717 1.51597 -1.93168 0.18 -0.01 0.43
C -0.56662 -1.59592 0.21259 -0.69 -1.14 -0.42
C 1.13767 -0.69733 2.92236 -0.34 -0.46 -0.74
H 1.03151 0.09024 2.18001 0.14 0.26 0.01
H -1.15960 -0.32176 -2.91879 0.22 0.44 -0.10
H 1.53751 2.09266 -3.56059 0.41 -0.01 -0.07
H 2.08357 -0.59333 3.44134 0.11 0.18 0.17
H -6.49760 -0.49895 1.52535 -0.12 0.14 -0.10
H 1.53918 0.13347 -0.06404 -0.18 -0.09 0.09
H 2.02384 -0.61327 -1.59269 -0.40 -0.45 -0.22
H 1.93212 2.40241 0.73573 0.02 -0.35 0.08
H 5.19145 1.16070 2.75231 0.01 0.27 0.12
H 3.63063 1.67322 -2.91380 -0.05 0.05 -0.18
H 0.21150 -1.74319 -1.76150 0.11 0.01 -0.06
H 0.06980 4.71334 0.18185 -0.37 0.07 0.26
H -0.76422 -3.05130 3.68146 -0.27 -0.06 0.00
H -1.38364 -2.39743 -1.62644 -0.16 -0.14 -0.01
H 1.79511 4.74089 0.41532 0.13 0.15 0.06
H -5.27072 -2.03648 -1.23855 -0.02 -0.02 -0.31
H -6.30237 -1.00103 3.61392 -0.07 -0.19 0.11
H 6.82249 1.22625 2.00948 0.09 0.29 0.15
H -0.45577 -0.61427 0.64660 0.25 0.14 0.01
H -5.81966 -2.51320 0.81042 -0.14 -0.09 -0.07
H -0.06859 1.46454 -3.71961 -0.14 0.08 0.05
H 0.71451 -3.95421 3.95769 0.03 -0.04 0.20
H -5.31514 -0.37908 -0.74630 0.08 0.24 -0.06
H -4.05546 -2.72079 2.23263 -0.24 0.11 0.11
H 0.31121 -0.58296 3.61702 -0.04 0.07 0.19
H -4.74592 -0.63497 3.69705 0.11 -0.14 0.05
H -0.32296 -4.43221 2.63278 -0.19 -0.08 -0.06
H 6.93819 2.07431 -0.22696 0.16 0.07 0.03
H -3.29973 2.03450 -4.31895 0.24 0.27 -0.11
H 3.29865 -2.86403 1.18436 0.97 0.26 1.04
H 0.10422 3.17112 -1.57232 -0.07 0.15 -0.11
H 0.14781 2.23320 0.72933 -0.03 -0.30 0.13
H -1.41066 -2.10875 0.66716 -0.21 0.20 0.24
H 3.49464 -2.61609 2.88393 0.11 -0.10 0.24
H -2.66663 2.12136 -1.13525 0.23 0.06 -0.19
H -4.93173 0.24488 1.63877 0.24 -0.01 0.09
H 5.89238 2.44117 -2.43985 0.09 0.06 -0.09
H 5.92877 -0.25664 2.05513 0.04 -0.12 0.11
H -3.26294 -1.92192 -1.75522 0.07 -0.19 0.13
H 3.33227 0.19958 1.10631 -0.08 0.09 0.13
H 1.83909 3.09489 -1.67730 0.30 -0.04 0.05
H 2.87582 -4.19452 2.24014 0.16 -0.14 0.28
H -4.13610 1.39994 -0.62597 -0.17 0.01 0.06